(1)
This record from the OMol25 dataset describes a cluster of 10 separate species, C48H144N18O22P10 in total in a non-equilibrium geometry. The level of theory is the ωB97M-V functional and the def2-TZVPD basis.

Summary:
**SMILES**: CN(C)P(=O)(N(C)C)N(C)C.CN(C)P(=O)(N(C)C)N(C)C.CN(C)P(=O)(N(C)C)N(C)C.CN(C)P(=O)(N(C)C)N(C)C.CN(C)P(=O)(N(C)C)N(C)C.CN(C)P(=O)(N(C)C)N(C)C.COP(=O)(OC)OC.COP(=O)(OC)OC.COP(=O)(OC)OC.COP(=O)(OC)OC
**HOMO**: -8.2 eV

```
242
Properties=species:S:1:pos:R:3:forces:R:3:lowdin_charge:R:1
P -12.974197 -24.163870 8.069088 0.48 -0.95 -0.50 0.29
P -4.972284 -21.637535 10.617164 0.76 1.42 -0.30 0.39
P -7.995772 -28.150103 7.536509 0.58 -0.70 0.94 0.58
P -10.952774 -33.650741 5.541733 -0.76 -1.58 1.48 0.56
P -11.241362 -29.724270 12.727784 0.71 -0.16 0.65 0.34
P -3.215029 -26.172666 11.341580 1.85 0.86 0.35 0.53
P -12.334280 -27.689819 3.027929 1.32 0.58 -0.76 0.54
P -5.528824 -32.837100 10.962975 0.89 1.57 2.09 0.56
P -4.640878 -32.028773 3.748431 2.08 0.85 -0.41 0.38
P -6.774793 -22.683145 4.753463 1.06 0.12 0.38 0.54
O -13.363260 -28.505429 3.706785 0.53 -0.41 0.16 -0.29
O -5.096661 -30.515481 3.289949 1.19 -1.48 -0.56 -0.24
O -4.386658 -31.803830 5.306855 -0.02 0.24 -0.14 -0.26
O -7.251740 -22.134475 3.459102 0.79 -0.35 0.40 -0.28
O -4.434999 -25.495006 11.826603 -0.14 -0.11 -0.05 -0.28
O -9.575006 -33.505397 6.099839 -0.87 0.27 -0.41 -0.31
O -5.864545 -22.729455 9.938209 0.55 -0.95 -0.23 -0.21
O -12.323305 -23.449075 6.976009 0.84 0.55 -0.19 -0.22
O -12.759658 -25.733978 7.927207 -0.81 0.50 1.10 -0.21
O -8.383185 -27.284143 6.387396 -0.24 -0.21 0.74 -0.31
O -3.497662 -32.634964 3.008830 -1.47 1.10 0.57 -0.24
O -10.610032 -29.730758 14.191177 0.23 0.42 -0.81 -0.21
O -5.593398 -20.279221 10.034799 0.30 -0.55 0.69 -0.23
O -3.568103 -21.953539 10.323655 -0.46 0.48 0.33 -0.22
O -12.120329 -30.832522 12.364490 -0.16 -0.22 0.01 -0.22
O -5.279012 -31.386982 10.584140 -0.96 -2.14 0.37 -0.31
O -14.496706 -23.960360 8.145314 -1.14 -0.40 -0.65 -0.18
O -9.949723 -29.580883 11.822950 -1.11 0.85 0.49 -0.22
O -11.906579 -28.302073 12.743784 0.09 -0.11 -0.60 -0.21
O -12.622508 -23.812143 9.549481 -0.15 0.64 0.34 -0.19
O -5.913001 -32.893530 3.749516 -0.97 -0.94 -0.34 -0.19
O -5.420450 -21.363310 12.128283 -0.90 1.04 -2.20 -0.19
N -3.277542 -26.381433 9.669660 0.94 0.29 -0.41 -0.28
N -5.301706 -21.982966 5.338500 -1.26 0.44 -1.77 -0.27
N -10.669649 -28.021531 2.873180 -1.04 -1.54 -1.64 -0.28
N -6.071098 -33.959216 9.907042 0.15 0.33 -1.15 -0.28
N -4.039908 -33.452463 11.437543 0.67 0.29 0.27 -0.32
N -12.780707 -27.552485 1.408978 -1.80 0.23 -0.05 -0.30
N -2.755801 -27.652304 11.927721 -1.28 -0.36 -0.73 -0.31
N -11.609907 -32.741778 4.373540 0.18 1.26 -0.93 -0.29
N -12.138847 -33.410136 6.774501 0.34 -1.09 -0.74 -0.29
N -6.632055 -33.009810 12.256371 0.33 -0.60 0.34 -0.28
N -8.917269 -29.471768 7.932054 0.66 0.00 -0.09 -0.26
N -12.096401 -26.270590 3.882565 -1.82 0.58 0.19 -0.27
N -6.528270 -28.881416 7.244889 1.03 0.30 -0.46 -0.27
N -8.051481 -27.288415 8.985585 1.21 -0.21 -0.82 -0.29
N -7.770855 -22.374342 6.030679 0.28 0.02 -0.18 -0.30
N -1.789957 -25.354412 11.803582 -0.24 -0.92 -0.60 -0.29
N -11.074563 -35.187879 4.815410 -0.01 -0.99 1.14 -0.29
N -6.617838 -24.334940 4.804150 -0.67 -0.13 -1.49 -0.28
C -13.370090 -25.787114 4.476738 -0.19 0.43 -1.44 -0.11
C -11.273124 -24.024021 9.913571 0.71 0.50 0.08 -0.10
C -8.864125 -30.725371 7.152236 -0.81 1.28 0.01 -0.07
C -5.507076 -20.005876 8.633639 2.35 0.88 0.89 -0.07
C -8.935086 -23.219968 6.201160 -0.66 0.69 -0.56 -0.10
C -4.653535 -30.037701 1.995420 -0.53 1.09 0.04 -0.09
C -5.955383 -28.642218 5.929235 -0.48 0.06 -1.28 -0.12
C -2.352901 -27.815640 13.310710 -0.52 -1.25 0.39 -0.11
C -5.091283 -34.014947 8.777907 -0.42 -0.23 0.91 -0.07
C -3.795300 -34.755552 12.010486 -0.70 0.07 0.79 -0.12
C -6.104605 -32.465536 13.532380 -0.64 1.30 -1.07 -0.11
C -6.774386 -25.123848 3.565991 0.38 0.15 0.04 -0.08
C -4.239966 -25.565880 8.910530 -0.23 -0.75 0.42 -0.10
C -7.241146 -22.604946 10.121659 -1.06 -0.44 0.26 -0.10
C -1.780075 -23.931736 11.513333 1.05 0.01 0.23 -0.13
C -4.612746 -22.548120 6.467079 -0.98 -1.22 0.63 -0.15
C -12.715279 -27.928155 11.611705 0.31 -0.55 0.09 -0.06
C -14.218481 -27.830193 1.002243 0.63 0.32 0.44 -0.09
C -4.616259 -21.125852 4.351982 0.51 -0.99 0.27 -0.10
C -3.573491 -28.730171 11.375725 0.84 -0.73 -0.74 -0.12
C -9.970389 -28.165984 4.118142 1.23 0.75 0.38 -0.16
C -7.512414 -27.760454 10.254750 -1.87 0.02 0.33 -0.08
C -11.482618 -26.276418 7.596774 -0.83 -0.59 -0.78 -0.09
C -12.248218 -26.467119 0.613988 -0.05 0.83 -0.10 -0.15
C -10.136157 -28.966590 1.809646 -1.02 0.75 0.26 -0.07
C -10.125370 -36.193512 5.385202 -1.87 -0.18 -0.48 -0.10
C -12.345778 -35.865260 4.429460 0.50 0.21 1.50 -0.11
C -0.419247 -25.958331 11.676320 -1.54 0.39 0.45 -0.11
C -8.404639 -25.899778 8.939019 0.33 0.22 -0.71 -0.12
C -6.109736 -25.041546 5.955293 -0.66 0.20 0.48 -0.14
C -5.017181 -22.184438 13.149862 0.72 -0.87 2.36 -0.13
C -3.331822 -30.900832 5.754150 -0.23 -2.26 -0.44 -0.04
C -7.448588 -33.804741 9.409747 0.43 -0.32 -0.01 -0.09
C -2.832786 -32.650411 11.288503 -0.89 0.71 -0.42 -0.11
C -6.966017 -32.758329 4.717913 -0.05 -0.19 0.34 -0.07
C -12.217730 -31.421605 4.669987 -1.36 -1.01 0.35 -0.09
C -11.844184 -33.796867 8.145727 0.98 0.34 0.10 -0.12
C -7.982009 -20.947790 6.248519 -0.88 -0.31 0.51 -0.11
C -11.167121 -32.908981 2.982868 0.65 0.10 -0.43 -0.09
C -5.791815 -29.865636 8.048020 -1.07 -0.01 -0.14 -0.10
C -9.065817 -30.658690 11.697374 1.67 -0.47 -0.48 -0.11
C -15.145086 -23.817520 6.856010 -0.84 0.06 0.03 -0.07
C -7.506420 -34.169201 12.525021 0.16 -0.12 2.88 -0.13
C -11.509642 -29.641310 15.291002 0.69 -1.76 0.10 -0.09
C -13.516961 -33.782247 6.452526 -0.12 1.03 -0.29 -0.14
C -11.212900 -25.148858 3.549700 -0.88 0.18 -0.06 -0.08
C -1.958078 -26.524828 8.985999 -0.95 -0.33 0.81 -0.09
C -10.150163 -29.189920 8.606934 -1.10 -1.98 0.23 -0.12
H -11.919458 -30.646786 15.362152 -0.29 0.04 0.68 0.09
H -7.625587 -25.222833 9.321106 -0.02 -0.28 -0.02 0.08
H -10.529868 -30.111687 9.136547 0.41 0.78 -0.46 0.10
H -4.396376 -26.049099 7.925721 0.01 0.32 0.44 0.08
H -12.043872 -34.852017 8.361631 -0.03 -0.11 -0.18 0.08
H -7.350251 -33.142723 8.564593 -0.75 0.37 -0.45 0.06
H -7.083610 -35.005507 13.197143 0.18 1.31 -0.79 0.10
H -8.470089 -20.873643 7.218247 -0.01 0.29 0.29 0.08
H -7.396663 -26.019410 3.704046 0.40 0.05 0.38 0.06
H -11.868931 -32.524793 2.243562 -0.68 -0.14 0.37 0.08
H -12.391547 -26.629693 -0.450471 -0.09 -0.37 -0.17 0.08
H -4.434369 -21.585525 3.386954 -0.59 -0.42 -0.38 0.07
H -7.547181 -23.288529 10.890987 -0.20 -0.45 0.57 0.09
H -9.770258 -22.966049 5.528824 0.18 0.14 -0.06 0.08
H -4.554316 -19.429337 8.494825 -0.93 -0.16 -0.10 0.12
H -10.599658 -23.795663 9.039832 -0.36 0.15 1.09 0.09
H -12.227252 -31.159380 5.729415 0.59 -0.15 -0.15 0.08
H -10.930554 -29.362903 16.157901 0.11 -0.07 0.23 0.09
H -10.993537 -25.518507 6.988705 0.52 -0.41 -0.27 0.08
H -10.949729 -33.966618 2.738255 -0.09 0.69 0.32 0.08
H -10.925893 -28.890795 7.911600 -0.34 0.04 -0.18 0.07
H -6.646602 -27.253527 10.649261 0.98 -0.03 -0.57 0.07
H -13.167482 -24.939449 5.099808 0.23 0.62 0.13 0.03
H -1.787581 -26.958232 13.596441 0.30 0.51 0.45 0.05
H -3.603084 -34.712299 13.120020 -0.34 -0.03 -0.84 0.09
H -5.366964 -34.811277 8.128320 -0.10 -0.82 -0.45 0.08
H -13.804991 -34.797072 6.673516 0.24 -0.61 0.58 0.07
H -7.020073 -20.459084 6.302298 0.08 0.24 -0.17 0.06
H -5.312657 -23.201732 12.972990 0.28 -0.75 -0.23 0.07
H -8.960096 -31.552513 7.829934 0.03 -0.53 0.30 0.05
H -2.904250 -35.195666 11.575693 0.11 -0.19 -0.28 0.07
H -8.663213 -20.454055 5.529647 0.42 -0.32 -0.03 0.10
H -6.305256 -30.079125 8.988325 0.28 0.21 -0.12 0.04
H -12.712031 -25.461348 0.806537 0.25 -0.78 0.15 0.09
H -2.597809 -30.838318 4.970249 0.36 0.45 -0.26 0.09
H -6.739329 -25.891563 6.220638 0.07 -0.08 -0.36 0.05
H -3.968316 -21.909575 7.032677 0.64 0.85 -0.22 0.08
H -14.804343 -28.332334 1.791945 0.54 0.44 -0.20 0.07
H -0.013456 -25.533683 10.792957 1.08 0.61 -0.59 0.06
H -7.488905 -28.837959 10.214787 0.70 -0.22 0.08 0.05
H -13.283514 -31.529976 4.449650 -0.06 0.26 -0.24 0.08
H -7.657581 -31.987022 4.411192 -0.12 0.35 -0.11 0.08
H -7.787795 -22.912610 9.225682 0.22 0.54 -0.15 0.08
H -7.844466 -34.709306 11.692296 -0.44 -0.24 -1.32 0.03
H -14.168535 -33.106021 7.015173 -0.18 -0.13 -0.18 0.09
H -10.283022 -32.287431 2.759249 0.13 -0.36 0.31 0.07
H -5.166394 -25.584791 9.498787 0.08 0.17 -0.44 0.06
H -11.377444 -24.641752 2.605069 -0.40 -0.28 -0.61 0.07
H -6.173292 -24.369772 6.812657 0.11 -0.35 -0.07 0.06
H -8.613584 -25.653786 7.887063 -0.04 0.22 0.50 0.06
H -3.201190 -27.982168 14.025132 0.37 0.39 -0.63 0.10
H -1.724010 -28.722534 13.431211 -0.13 0.44 -0.31 0.09
H -8.068830 -30.181788 11.596410 -0.48 -0.71 -0.17 0.09
H -9.008314 -31.315334 12.564672 -0.29 0.11 0.20 0.08
H -2.411130 -32.272747 12.220938 0.04 -0.31 0.21 0.09
H -13.712002 -33.698588 5.389349 -0.06 0.53 -0.04 0.05
H -5.533867 -29.691494 1.469207 -0.36 -0.51 -0.35 0.08
H -12.152849 -36.533742 3.586703 -0.01 -0.13 0.25 0.08
H -8.706472 -24.265013 5.992260 0.08 0.03 0.55 0.07
H -9.984511 -29.948950 2.280473 0.19 0.16 -0.27 0.05
H -14.495720 -23.289013 6.136783 -0.47 0.01 0.52 0.09
H -5.675576 -31.449869 13.311553 0.05 -1.13 0.40 0.09
H -5.084339 -25.346944 5.799812 0.39 -0.26 0.07 0.08
H -12.757449 -36.419319 5.340624 0.44 0.36 -1.32 0.10
H -16.049498 -23.285161 7.152153 0.08 0.23 -0.67 0.09
H -5.923220 -29.553730 5.297569 -0.27 0.19 0.47 0.07
H -5.371985 -20.883734 8.045133 -0.56 -0.65 -0.37 0.03
H -4.930041 -28.230867 5.809364 -0.38 0.10 0.94 0.09
H -10.440652 -36.768668 6.280435 -0.26 0.92 0.14 0.09
H -14.203758 -28.500882 0.142815 0.04 0.08 -0.13 0.07
H -4.110804 -29.109688 2.102173 0.49 0.20 0.63 0.08
H -12.062520 -27.544966 10.836244 0.01 0.24 -0.20 0.07
H -12.293544 -28.956551 15.145387 -0.91 1.06 -0.38 0.07
H -11.449433 -24.357013 4.260480 0.62 -0.17 0.39 0.07
H -9.233216 -35.668017 5.543952 1.46 0.13 0.28 0.04
H -11.186427 -26.399793 0.775966 0.48 0.22 0.11 0.06
H -10.893976 -26.524119 8.496088 -0.42 0.00 -0.55 0.05
H -14.707773 -26.872927 0.693303 0.28 -0.69 0.36 0.08
H -10.193086 -25.448030 3.537779 0.93 -0.20 0.39 0.06
H -2.703151 -23.464841 11.762443 -0.61 0.14 0.51 0.02
H -6.940057 -32.294577 14.206604 -0.24 0.04 0.04 0.07
H -5.781663 -25.371492 3.158156 -0.20 -0.39 0.18 0.08
H -11.095354 -23.426339 10.837319 0.20 -0.34 -0.94 0.11
H -0.410468 -27.019939 11.505708 -0.44 -0.46 0.15 0.06
H -10.010422 -28.429008 9.338095 0.04 0.50 0.56 0.05
H -1.440129 -25.590115 8.940520 0.31 0.91 -0.13 0.06
H -13.296355 -28.769439 11.208727 0.14 0.19 0.32 0.10
H -9.007797 -27.629418 4.119190 -0.20 -0.26 -0.21 0.06
H -8.128599 -33.408243 10.175083 0.27 -0.04 -0.42 0.06
H -2.075981 -26.880361 7.963409 -0.17 -0.24 0.08 0.08
H -10.770552 -33.611949 8.308090 -0.42 -0.01 0.24 0.06
H -4.364289 -29.034154 12.034474 -0.22 -0.51 0.62 0.07
H -6.357754 -19.414037 8.410638 -0.69 0.37 -0.55 0.08
H 0.167256 -25.777513 12.581004 0.04 0.34 -0.19 0.09
H -4.785757 -29.486533 8.241016 0.01 -0.20 0.13 0.08
H -9.184913 -28.568476 1.399045 -0.47 -0.27 0.36 0.08
H -14.116989 -25.501021 3.678195 0.59 -0.07 0.71 0.11
H -11.872258 -30.607314 4.070966 0.64 0.36 -0.39 0.04
H -4.666440 -35.378757 11.787875 0.23 -0.22 0.28 0.08
H -9.303469 -22.972877 7.186367 -0.29 -0.64 0.57 0.06
H -7.555171 -33.685179 4.821911 0.70 0.33 -0.17 0.08
H -3.168232 -31.797472 10.725786 0.22 0.62 -0.13 0.04
H -10.872252 -29.084568 0.969108 0.68 0.26 0.89 0.08
H -5.001619 -33.122177 8.178284 -0.37 0.66 -0.10 0.07
H -9.317026 -31.275128 10.821295 0.15 0.27 0.15 0.09
H -3.597809 -21.006057 4.666730 0.48 0.66 0.68 0.07
H -13.093783 -35.149790 4.132941 -0.14 0.27 -0.24 0.05
H -3.939504 -22.065856 13.270244 0.05 -0.46 0.15 0.09
H -9.295818 -25.799773 9.527862 -0.50 0.59 0.48 0.05
H -9.756687 -29.192989 4.379900 -0.01 -0.55 0.05 0.07
H -12.449836 -33.212086 8.849851 0.18 0.06 -0.16 0.09
H -2.894202 -29.555429 11.077702 -0.60 0.05 0.50 0.08
H -13.333812 -27.176976 12.037144 -0.76 0.73 -0.25 0.08
H -8.239685 -27.546109 11.058806 -0.26 -0.05 -0.26 0.09
H -4.140907 -34.174605 9.248339 0.59 -0.42 -0.20 0.07
H -9.736614 -30.771899 6.464798 0.65 -0.05 0.09 0.08
H -7.427627 -21.608899 10.482246 -0.83 0.45 -0.30 0.09
H -4.025891 -30.677998 1.385433 -0.24 -0.65 0.34 0.08
H -4.077309 -28.448185 10.449623 0.21 0.25 0.13 0.06
H -13.843463 -26.497962 5.107577 -0.22 -0.99 0.33 0.06
H -6.656732 -27.937826 5.458642 0.63 -0.29 -0.29 0.05
H -2.890347 -31.422517 6.593867 0.16 0.19 0.28 0.09
H -3.926668 -24.524681 8.800621 0.06 0.04 -0.12 0.08
H -7.783727 -34.791768 9.074914 -0.19 0.23 -0.03 0.10
H -7.910641 -30.767402 6.631924 -0.19 -0.14 -0.18 0.06
H -11.167105 -25.070524 10.137948 0.25 -0.46 0.34 0.05
H -0.963873 -23.531513 12.135517 -0.29 0.41 -0.39 0.09
H -15.461938 -24.775164 6.401631 0.42 0.18 0.55 0.09
H -10.508295 -27.705870 4.926818 -0.30 0.06 0.29 0.05
H -5.369746 -22.861014 7.206165 0.21 0.46 -0.14 0.05
H -11.821671 -27.170346 7.019807 1.21 0.55 0.28 0.10
H -1.643747 -23.650873 10.454294 0.35 -0.32 0.18 0.08
H -2.074785 -33.122379 10.673522 0.24 -0.54 0.09 0.08
H -4.100460 -23.494289 6.286099 0.48 0.14 -0.39 0.07
H -5.123409 -20.189562 4.174582 -0.08 0.32 0.17 0.07
H -3.786966 -29.999120 6.042301 -0.23 1.20 0.23 0.03
H -5.753090 -30.839354 7.512917 0.22 0.46 0.08 0.07
H -1.317553 -27.182737 9.571850 -0.16 -0.30 -0.27 0.06
H -10.075960 -36.992840 4.671736 0.64 -0.27 -0.79 0.07
H -5.486299 -21.931918 14.131827 0.14 0.40 -0.96 0.11
H -5.446233 -33.163046 14.036345 0.54 0.01 -0.04 0.07
H -8.392320 -33.827149 13.152994 0.84 -0.15 -1.02 0.10
H -7.263957 -24.577587 2.767408 -0.11 0.56 0.20 0.07
H -6.460414 -32.478886 5.640155 -0.58 -0.14 0.29 0.06
```
Positions in Å, forces in eV/Å.


(2)
This record from the OMol25 dataset describes the molecule C4H6F4N2O in a non-equilibrium geometry. The level of theory is the ωB97M-V functional and the def2-TZVPD basis.

Summary:
**Relative energy (zero: lowest compared OMol25 entry of this formula, charge and spin)**: 0.0 kcal/mol
**SMILES**: C/C(=N\F)O[C@](C)(F)N(F)F
**HOMO**: -10.6 eV

```
17
Properties=species:S:1:pos:R:3:forces:R:3:lowdin_charge:R:1
F -0.434251 -2.008512 -1.910680 -0.16 0.58 0.05 0.02
F -2.572000 -1.853774 -2.367270 0.94 0.44 1.10 -0.01
F -2.950404 -0.531602 -0.076862 0.81 -0.05 -0.18 0.08
F -0.767155 -2.445909 3.077089 0.78 -0.47 1.54 -0.04
O -0.667692 -0.344342 0.317903 0.23 -0.03 0.01 0.00
N -1.161932 -1.769569 1.982675 -1.70 -0.61 -0.76 0.11
N -1.649892 -1.861380 -1.274294 -0.45 -1.76 -0.15 0.03
C -1.698675 -0.521854 -0.653322 -0.25 0.74 0.92 -0.53
C -1.576937 0.627854 -1.644587 0.40 0.68 1.20 0.03
C -0.312556 -0.971675 1.563758 -0.33 2.07 -2.57 -0.33
C 1.075886 -0.573911 1.957373 0.29 -2.20 -0.33 0.02
H -0.556267 1.044093 -1.467045 -0.83 -0.21 -0.51 0.10
H 1.241660 -0.163138 2.975902 -0.28 -1.11 -0.49 0.10
H 1.495890 0.137614 1.286677 -0.16 0.65 -0.72 0.06
H -1.668629 0.222100 -2.668217 -0.30 0.75 0.53 0.09
H -2.330328 1.404402 -1.279013 0.91 -1.03 -1.12 0.12
H 1.571731 -1.569888 1.628556 0.10 1.56 1.46 0.14
```
Positions in Å, forces in eV/Å.


- What is the HOMO in the first record?
  -8.2 eV